20
Properties=species:S:1:pos:R:3:forces:R:3 method="wB97M-V/def2-TZVPD" s2=0.75 e_above_lowest_kcal_mol=66.2 charge=-1 homo_energy_ev="1.0 / -5.4" homo_lumo_gap_ev="2.93 / 9.22" spin_multiplicity=2 lumo_ha="0.1446 / 0.1390"
C -0.851 0.244 1.383 3.564 0.361 1.602
C -1.168 0.826 0.033 -0.870 1.010 0.420
C -1.514 -0.256 -0.931 0.152 -3.377 -2.617
N -0.076 1.690 -0.357 2.268 -0.795 -4.113
C 0.908 1.225 -1.468 -0.724 2.333 -1.315
O 1.907 0.341 -1.107 1.289 0.178 2.224
H -0.101 -0.635 1.674 -1.147 1.681 -1.932
H -0.527 1.007 2.122 0.611 0.380 -0.719
H -1.623 -0.006 1.955 -4.189 -1.709 1.671
H -1.963 1.683 -0.027 0.201 -2.279 1.134
H -2.137 0.074 -1.810 1.107 -0.010 0.445
H -0.584 -0.890 -1.257 -1.129 1.803 0.112
H -2.057 -1.224 -0.673 -0.024 1.720 1.143
H 0.358 2.054 0.468 0.708 0.060 0.029
H 0.366 0.739 -2.439 0.908 1.323 2.738
H 1.490 2.182 -1.878 -1.664 -1.403 0.855
H 2.420 0.777 -0.325 -1.134 -1.243 -1.721
H 1.552 -2.598 1.927 -1.443 1.924 0.100
H 1.590 -3.853 0.983 -0.087 0.768 0.436
O 2.009 -3.379 1.726 1.607 -2.724 -0.493